C40H37AsN4O2PSSc | wB97M-V/def2-TZVPD

The geometry in XYZ format:
```
87
Properties=species:S:1:pos:R:3:lowdin_charge:R:1
Sc 0.336 0.071 2.234 1.0095
N -1.870 -0.352 1.859 -0.0162
C -2.651 0.789 2.435 -0.0901
C -1.789 1.763 3.231 -0.5558
O -2.249 2.679 3.830 0.1652
O -0.464 1.499 3.152 -0.1624
H -2.087 -0.406 0.864 0.0727
H -2.200 -1.228 2.256 0.0677
H -3.454 0.430 3.077 0.1432
H -3.108 1.357 1.624 0.1172
N 1.717 -3.189 4.743 0.1630
C 0.956 -3.264 5.952 -0.2250
C 1.497 -3.867 7.070 0.0016
C 0.768 -3.880 8.252 -0.0394
C -0.469 -3.260 8.319 -0.0428
C -0.995 -2.628 7.199 -0.0656
C -0.288 -2.658 6.010 -0.4456
S -0.973 -1.999 4.526 1.0441
N 0.465 -1.525 3.694 -0.3414
C 1.564 -2.204 3.851 -0.3173
C 2.728 -1.792 3.000 -0.1677
C 3.960 -2.410 3.034 0.0329
C 4.982 -1.924 2.223 0.0098
C 4.740 -0.827 1.420 0.0065
C 3.476 -0.258 1.440 -0.0730
N 2.486 -0.731 2.200 0.0161
H 2.604 -3.665 4.772 0.1389
H 2.477 -4.328 7.025 0.1254
H 1.179 -4.369 9.125 0.1219
H -1.029 -3.262 9.243 0.1221
H -1.956 -2.133 7.248 0.1198
H 4.159 -3.258 3.672 0.1239
H 5.954 -2.398 2.235 0.1346
H 5.509 -0.407 0.788 0.1305
H 3.252 0.612 0.834 0.0983
C 0.848 0.017 -1.764 -0.4199
C 0.557 0.599 -3.145 -0.4266
As 0.424 -0.914 -4.432 1.3154
C -1.315 -1.496 -3.735 -0.4148
C -2.516 -0.887 -4.092 -0.0958
C -3.710 -1.295 -3.513 -0.0883
C -3.718 -2.305 -2.559 -0.0849
C -2.528 -2.925 -2.202 -0.0926
C -1.335 -2.530 -2.800 -0.1557
C -0.168 0.054 -6.007 -0.4416
C -0.400 1.426 -6.047 -0.1195
C -0.822 2.030 -7.225 -0.0753
C -1.021 1.268 -8.366 -0.0704
C -0.789 -0.101 -8.334 -0.0698
C -0.356 -0.702 -7.162 -0.1263
P 0.495 1.073 -0.315 1.0180
C 1.730 2.392 -0.206 -0.3922
C 1.761 3.162 0.964 -0.1218
C 2.747 4.119 1.146 -0.0481
C 3.721 4.303 0.173 -0.0468
C 3.707 3.532 -0.980 -0.0487
C 2.717 2.577 -1.172 -0.0766
C -1.144 1.800 -0.599 -0.3656
C -1.449 3.105 -0.223 -0.0642
C -2.752 3.575 -0.334 -0.0451
C -3.755 2.748 -0.817 -0.0496
C -3.454 1.448 -1.208 -0.0540
C -2.155 0.971 -1.100 -0.1279
H 1.884 -0.324 -1.674 0.0857
H 0.232 -0.874 -1.600 0.0416
H 1.341 1.277 -3.480 0.0588
H -0.387 1.144 -3.149 0.0574
H -2.522 -0.100 -4.837 0.1061
H -4.640 -0.833 -3.819 0.1132
H -4.653 -2.632 -2.121 0.1088
H -2.534 -3.744 -1.493 0.1031
H -0.416 -3.054 -2.556 0.0942
H -0.256 2.042 -5.169 0.0864
H -0.996 3.097 -7.249 0.1081
H -1.352 1.740 -9.282 0.1108
H -0.936 -0.698 -9.224 0.1110
H -0.163 -1.770 -7.152 0.0989
H 1.006 3.030 1.734 0.0887
H 2.755 4.719 2.046 0.1202
H 4.491 5.049 0.314 0.1189
H 4.464 3.677 -1.739 0.1184
H 2.721 1.985 -2.076 0.0929
H -0.678 3.768 0.147 0.1058
H -2.979 4.592 -0.042 0.1215
H -4.767 3.119 -0.904 0.1195
H -4.223 0.806 -1.614 0.1069
H -1.939 -0.037 -1.448 0.0891
```

The value obtained for the energy above the lowest of the compared OMol25 structures with the same formula, charge and spin is 0.2105 eV. The charge is +2. The frontier orbital gap is 0.219 Eh.

C40H37BClNP2Y | wB97M-V/def2-TZVPD

The geometry in XYZ format:
```
83
Properties=species:S:1:pos:R:3:lowdin_charge:R:1
Y 0.613 0.006 -1.056 1.1657
C 3.590 -0.752 2.492 -0.0489
C 2.754 -1.822 3.144 -0.2691
C 3.029 -2.221 4.448 -0.0291
C 2.284 -3.213 5.070 -0.0559
C 1.242 -3.835 4.397 -0.0660
C 0.948 -3.454 3.097 -0.0745
C 1.694 -2.454 2.479 -0.3481
P 1.345 -1.965 0.787 1.0531
C -0.439 -2.271 0.560 -0.3938
C -0.917 -3.313 -0.239 -0.0924
C -2.277 -3.509 -0.404 -0.0669
C -3.174 -2.648 0.217 -0.0708
C -2.708 -1.607 1.004 -0.0458
C -1.343 -1.402 1.199 -0.3052
C -0.879 -0.322 2.145 -0.0524
C 2.276 -3.010 -0.355 -0.3314
C 3.232 -3.877 0.177 -0.0783
C 4.205 -4.436 -0.633 -0.0695
C 4.235 -4.100 -1.978 -0.0586
C 3.274 -3.258 -2.513 -0.0394
C 2.257 -2.706 -1.733 -0.3241
C 1.195 -1.840 -2.362 -0.2876
H 4.462 -0.526 3.102 0.0893
H 3.025 0.176 2.364 0.0852
H 3.957 -1.042 1.504 0.0490
H 3.846 -1.748 4.978 0.1173
H 2.523 -3.503 6.085 0.1115
H 0.667 -4.614 4.878 0.1094
H 0.136 -3.937 2.567 0.1127
H -0.205 -3.975 -0.717 0.1165
H -2.635 -4.331 -1.009 0.1160
H -4.239 -2.794 0.095 0.1143
H -3.414 -0.952 1.503 0.1190
H -1.734 0.189 2.581 0.0777
H -0.259 0.455 1.675 0.0539
H -0.274 -0.730 2.956 0.0855
H 3.230 -4.094 1.238 0.1054
H 4.944 -5.103 -0.212 0.1088
H 5.009 -4.501 -2.620 0.1112
H 3.298 -3.023 -3.570 0.1144
H 0.274 -2.433 -2.451 0.0151
H 1.483 -1.609 -3.393 0.0475
Cl -1.863 -0.635 -2.425 0.7455
C -3.270 0.301 -1.881 -0.5838
C -4.502 -0.214 -2.232 -0.0939
C -5.639 0.478 -1.839 -0.0469
C -5.526 1.660 -1.120 -0.0482
C -4.274 2.155 -0.792 -0.0754
C -3.113 1.477 -1.164 -0.3723
P -1.443 2.106 -0.854 1.0124
C -1.527 3.184 0.597 -0.3770
C -0.612 4.230 0.705 -0.0825
C -0.562 4.996 1.860 -0.0589
C -1.424 4.726 2.913 -0.0620
C -2.336 3.684 2.813 -0.0633
C -2.383 2.911 1.663 -0.1196
C -1.120 3.196 -2.266 -0.3715
C -0.159 2.824 -3.200 -0.1121
C 0.092 3.604 -4.320 -0.0568
C -0.628 4.772 -4.507 -0.0557
C -1.593 5.157 -3.582 -0.0561
C -1.841 4.373 -2.469 -0.0760
H -4.569 -1.132 -2.799 0.1151
H -6.615 0.091 -2.101 0.1179
H -6.412 2.202 -0.820 0.1163
H -4.191 3.082 -0.237 0.1084
H 0.068 4.453 -0.108 0.1122
H 0.151 5.806 1.935 0.1137
H -1.388 5.328 3.811 0.1124
H -3.012 3.472 3.630 0.1122
H -3.102 2.103 1.595 0.0967
H 0.439 1.926 -3.078 0.0590
H 0.849 3.303 -5.031 0.1155
H -0.436 5.390 -5.375 0.1142
H -2.150 6.072 -3.732 0.1133
H -2.591 4.686 -1.752 0.1132
B 4.890 0.572 -0.850 -0.3877
C 3.409 1.058 -0.966 -0.1768
N 2.278 1.348 -1.046 -0.0387
H 4.791 -0.594 -0.514 0.0156
H 5.375 0.687 -1.952 0.0241
H 5.410 1.267 -0.008 0.0267
```

The value obtained for the energy above the lowest of the compared OMol25 structures with the same formula, charge and spin is 0.0000 eV. The charge is +1. The frontier orbital gap is 0.285 Eh.

C40H37BrF2HgN9O2S3 | wB97M-V/def2-TZVPD

The geometry in XYZ format:
```
95
Properties=species:S:1:pos:R:3:lowdin_charge:R:1
Hg -0.029 0.226 0.277 1.1195
O -0.131 -5.204 2.959 -0.1200
C 0.718 -4.751 3.808 -0.4085
C 1.027 -5.444 5.015 -0.0589
C 1.921 -4.945 5.945 -0.1622
C 2.575 -3.733 5.737 -0.1622
C 2.290 -3.028 4.569 -0.0798
C 1.401 -3.502 3.621 -0.1192
C 1.090 -2.658 2.402 -0.3811
O -0.229 -2.830 1.956 -0.0991
N 2.042 -3.000 1.351 -0.0177
N 2.012 -2.241 0.206 -0.0286
C 3.131 -2.200 -0.464 -0.2667
C 3.354 -1.501 -1.668 -0.6612
Br 1.786 -0.749 -2.492 0.6698
C 4.556 -1.196 -2.314 -0.2002
C 5.867 -1.650 -1.995 -0.2627
C 6.989 -0.811 -2.254 -0.0849
C 8.278 -1.202 -1.962 -0.1531
C 8.543 -2.464 -1.418 -0.1661
C 7.465 -3.319 -1.187 -0.1406
C 6.166 -2.935 -1.461 -0.0761
H -0.407 -3.798 2.146 0.0505
H 0.515 -6.385 5.189 0.0855
H 2.105 -5.503 6.859 0.0757
H 3.269 -3.340 6.470 0.0672
H 2.765 -2.066 4.391 0.1049
H 1.202 -1.595 2.660 0.1197
H 2.954 -3.283 1.692 0.1152
H 4.023 -2.676 -0.046 0.0977
H 4.501 -0.469 -3.118 0.0583
H 6.805 0.174 -2.670 0.0906
H 9.096 -0.510 -2.141 0.0786
H 9.555 -2.768 -1.180 0.0663
H 7.647 -4.311 -0.786 0.0850
H 5.358 -3.637 -1.299 0.0909
S -3.190 -1.811 -2.532 0.9522
C -1.973 -2.894 -1.992 -0.4135
C -1.093 -2.298 -1.149 -0.2576
C -1.380 -0.920 -0.897 -0.3801
C -2.496 -0.516 -1.581 -0.5423
C -3.160 0.781 -1.554 -0.3124
C -4.170 1.133 -2.470 -0.0541
C -4.772 2.369 -2.375 -0.0887
C -4.373 3.244 -1.368 -0.0858
C -3.366 2.818 -0.517 -0.1705
N -2.778 1.634 -0.600 0.1152
H -1.972 -3.914 -2.345 0.0590
H -0.260 -2.811 -0.691 0.0754
H -4.460 0.436 -3.245 0.0797
H -5.542 2.658 -3.081 0.0982
H -4.821 4.224 -1.259 0.0754
H -3.006 3.457 0.284 0.0892
C -0.224 4.062 2.178 0.0003
C -0.244 4.204 0.696 -0.3464
N -0.235 3.221 -0.166 0.0833
C -0.243 3.788 -1.415 -0.1246
C -0.266 5.142 -1.315 -0.0779
N -0.270 5.416 0.042 -0.0347
C -0.239 6.748 0.591 -0.0781
N -1.165 6.927 1.682 -0.0661
N -0.723 7.338 2.891 0.0529
N -1.680 7.299 3.735 0.0721
C -2.804 6.821 3.093 -0.2369
C -4.094 6.567 3.569 -0.0154
C -5.011 6.084 2.667 -0.0851
C -4.671 5.855 1.316 -0.0818
C -3.406 6.099 0.832 -0.0161
C -2.478 6.579 1.761 -0.1835
H 0.107 3.058 2.431 0.0431
H -1.221 4.191 2.606 0.0750
H 0.447 4.788 2.640 0.0820
H -0.231 3.176 -2.302 0.1082
H -0.265 5.928 -2.051 0.1041
H -0.488 7.434 -0.221 0.1331
H 0.747 7.008 0.977 0.1380
H -4.345 6.732 4.608 0.1114
H -6.022 5.879 2.994 0.0989
H -5.424 5.460 0.645 0.0939
H -3.144 5.912 -0.201 0.1070
S -1.790 0.715 2.938 0.5861
C -3.124 0.030 2.242 -1.1805
N -4.260 0.710 1.984 -0.0833
C -5.295 0.073 1.192 -0.2218
C -4.938 -1.417 1.097 -0.3947
S -3.277 -1.645 1.821 0.9760
H -4.201 1.714 2.034 0.1076
H -5.343 0.525 0.196 0.0967
H -6.263 0.219 1.678 0.1065
H -4.891 -1.753 0.062 0.0490
H -5.641 -2.043 1.644 0.0638
F 2.879 0.681 0.835 -0.0590
C 1.669 1.187 1.224 -0.4988
F 1.661 1.097 2.619 -0.1144
H 1.718 2.257 1.002 0.0441
```

As for the expectation value of S²: 0.80. The value obtained for the energy above the lowest of the compared OMol25 structures with the same formula, charge and spin is 0.0000 eV. As for the multiplicity: 2. The charge is -2. The frontier orbital gap (alpha / beta) is 0.079 / 0.153 Eh.

C40H37GeNO2S4SbTi | wB97M-V/def2-TZVPD

The geometry in XYZ format:
```
87
Properties=species:S:1:pos:R:3:lowdin_charge:R:1
Ti 0.348 0.417 -0.293 0.3551
C -3.616 -0.731 -0.834 -0.0371
C -2.533 -0.481 0.180 -0.2779
C -2.262 -1.427 1.156 -0.0480
C -1.417 -1.118 2.230 -0.0771
C -0.855 0.142 2.338 -0.1163
C -1.017 1.093 1.317 -0.2302
C -1.857 0.757 0.208 -0.1856
H -3.746 -1.797 -1.007 0.0732
H -3.395 -0.256 -1.788 0.0608
H -4.568 -0.334 -0.469 0.0867
H -2.731 -2.401 1.111 0.1106
H -1.228 -1.862 2.992 0.1052
H -0.327 0.425 3.241 0.0868
H -0.755 2.140 1.504 0.1057
H -2.184 1.561 -0.453 0.1035
S 4.676 3.086 -4.017 -0.4295
Sb 4.826 1.883 -2.035 0.1669
S 2.276 1.356 -1.341 -0.0411
S 0.868 2.726 -0.846 0.1509
S 5.925 3.372 -0.624 -0.3658
C 2.816 5.317 3.450 -0.0482
C 2.443 3.897 3.752 -0.2322
C 1.929 3.564 4.997 -0.0722
C 1.602 2.250 5.283 -0.1075
C 1.772 1.274 4.320 -0.0567
C 2.256 1.589 3.046 -0.2010
N 2.268 0.581 2.061 0.0857
C 3.417 0.047 1.452 -0.2185
C 4.675 0.596 1.681 -0.0410
C 5.811 0.051 1.108 -0.1083
C 5.715 -1.087 0.321 -0.1123
C 4.479 -1.665 0.113 -0.0311
C 3.315 -1.116 0.653 -0.1063
C 2.043 -1.857 0.382 -0.5275
O 2.057 -3.090 0.293 0.0633
O 0.962 -1.156 0.282 -0.1815
C 2.615 2.918 2.769 -0.1542
C 3.134 3.320 1.434 -0.1355
H 2.685 5.949 4.330 0.0680
H 2.194 5.708 2.645 0.0843
H 3.853 5.373 3.116 0.0869
H 1.787 4.332 5.747 0.0957
H 1.230 1.984 6.265 0.0909
H 1.524 0.247 4.562 0.1075
H 1.578 -0.145 2.242 0.1048
H 4.773 1.458 2.322 0.1099
H 6.769 0.520 1.283 0.0971
H 6.604 -1.525 -0.113 0.0965
H 4.370 -2.563 -0.479 0.1173
H 2.516 4.108 1.004 0.0607
H 3.127 2.478 0.751 -0.0285
H 4.154 3.702 1.489 0.0283
C -1.495 4.022 -4.810 -0.1176
C -2.263 3.434 -3.820 -0.1124
C -1.888 2.214 -3.292 -0.1582
C -0.751 1.536 -3.724 -0.3177
C -0.014 2.132 -4.740 -0.0904
C -0.375 3.357 -5.275 -0.0891
Ge -0.197 -0.144 -2.726 0.9530
C 1.282 -0.922 -3.865 -0.2806
C 2.414 -0.193 -4.217 -0.1815
C 3.487 -0.783 -4.862 -0.0954
C 3.469 -2.137 -5.152 -0.1164
C 2.352 -2.881 -4.813 -0.1175
C 1.279 -2.276 -4.184 -0.1200
C -1.640 -1.380 -3.400 -0.3281
C -2.438 -1.100 -4.499 -0.1040
C -3.341 -2.027 -4.989 -0.1045
C -3.456 -3.270 -4.391 -0.1207
C -2.676 -3.562 -3.283 -0.1131
C -1.787 -2.623 -2.796 -0.1645
H -1.772 4.988 -5.214 0.0873
H -3.150 3.936 -3.448 0.0892
H -2.505 1.765 -2.521 0.0699
H 0.864 1.632 -5.123 0.0863
H 0.234 3.800 -6.052 0.0984
H 2.476 0.859 -3.969 0.0100
H 4.344 -0.174 -5.123 0.0869
H 4.322 -2.610 -5.627 0.0874
H 2.321 -3.944 -5.027 0.0870
H 0.414 -2.875 -3.928 0.0752
H -2.339 -0.136 -4.978 0.0936
H -3.948 -1.790 -5.855 0.0906
H -4.140 -4.010 -4.791 0.0864
H -2.758 -4.532 -2.807 0.0930
H -1.179 -2.849 -1.925 0.1066
```

As for the expectation value of S²: 0.76. The value obtained for the energy above the lowest of the compared OMol25 structures with the same formula, charge and spin is 2.1381 eV. As for the multiplicity: 2. The charge is -2. The frontier orbital gap (alpha / beta) is 0.181 / 0.181 Eh.